# 1
# C18H29NO5

C18H29NO5 as an isolated structure at a distorted geometry (the ωB97M-V functional and the def2-TZVPD basis, the OMol25 dataset).

Structure (XYZ):
```
53
Properties=species:S:1:pos:R:3:forces:R:3
C -4.6731 -2.7013 -0.0954 2.60 0.19 -7.00
C -3.0736 -2.6913 -0.4485 -5.17 -6.28 -0.27
H -2.5294 -3.0309 0.3750 0.98 -1.18 1.26
H -2.9277 -3.2569 -1.3885 -0.20 -0.92 0.82
O -2.7079 -1.5384 -0.8211 2.31 9.24 3.32
C -2.5690 -0.6839 0.4478 -0.15 -0.29 2.67
O -2.8066 -1.0759 1.6991 1.45 2.03 -8.40
C -1.9324 0.7857 -0.0721 -0.41 -1.40 4.78
C -0.6949 0.9647 0.8065 1.20 -1.55 5.07
C 0.5186 -0.0171 0.4106 -1.20 6.48 0.83
N 0.7470 0.5413 -0.9396 2.14 -4.44 -1.59
C -0.4345 0.1433 -1.9130 5.51 -10.89 13.14
C -1.5081 0.7273 -1.5382 -5.76 10.62 5.54
H -2.3492 0.7255 -2.0265 -4.41 -1.17 -3.53
H -1.2830 1.9386 -1.7339 -0.37 -2.24 0.54
H -0.1219 0.2420 -2.7181 4.86 1.72 -13.40
H -0.5698 -1.1823 -1.7066 0.47 3.46 -0.89
C 1.9720 -0.3946 -1.3215 1.36 2.60 -3.58
C 3.3116 0.2607 -0.7270 -5.66 -5.14 -0.13
C 3.6521 1.4633 -0.3419 -3.25 3.45 -5.00
C 4.8016 1.2718 0.2388 5.31 2.80 5.46
C 4.8850 0.0335 0.7095 3.48 -2.75 0.77
O 3.9976 -0.6297 0.0081 -1.31 -2.77 -0.47
C 5.9993 -0.7849 1.4473 -1.17 -0.65 -6.89
O 7.1405 -1.0514 0.2046 -6.63 -5.17 4.34
C 8.0142 -0.1268 -0.0144 -6.58 6.48 -1.70
H 8.3566 0.2315 0.8373 2.10 2.51 3.93
H 7.3955 0.6963 -0.6732 2.32 -0.86 1.10
H 8.6623 -0.6249 -0.4701 6.35 -3.04 -4.67
H 5.6740 -1.8112 1.7141 0.50 1.00 0.11
H 6.4449 -0.1256 2.0693 1.71 1.36 2.56
H 5.4484 2.0388 0.5619 0.67 0.87 0.36
H 3.2788 2.3641 -0.8025 -0.09 0.10 0.25
H 1.9247 -1.5634 -1.2912 -0.24 2.19 0.83
H 2.0989 -0.1999 -2.4673 -0.28 -0.47 1.67
H 1.4112 0.3982 1.0691 -1.66 -1.85 -1.21
H 0.2057 -1.0229 0.3614 0.13 -1.44 0.54
H -0.8720 0.7361 2.2109 -0.10 0.64 -4.39
H -0.3233 2.0187 0.8428 -0.26 -0.90 -0.43
C -3.0407 1.9720 0.5747 6.16 -3.10 -10.96
C -4.2090 1.6658 -0.0484 -6.07 -0.09 -5.17
O -5.1515 0.6455 0.3217 6.66 -0.10 -12.78
C -5.6191 0.4628 1.4252 2.28 5.86 9.94
H -4.7986 0.0713 2.1413 -1.00 1.22 0.26
H -6.0601 1.5267 1.6267 -0.40 -1.78 1.75
H -6.1479 -0.3161 1.3716 -5.64 -5.57 0.08
H -4.8038 2.5169 0.1143 -1.42 1.84 -0.34
H -4.0376 1.5925 -1.2560 -0.86 -0.06 2.97
H -3.0399 1.8613 1.4558 0.32 -1.65 12.41
H -2.6370 2.8942 0.3109 0.47 1.66 -0.67
H -5.0540 -3.6795 -0.2279 -0.54 -0.99 0.37
H -4.9076 -2.2072 0.7334 -0.89 1.71 3.56
H -5.0571 -2.0742 -1.0469 0.40 -1.28 2.21
```
Positions in Å, forces in eV/Å.

net charge: 0
LUMO energy: 0.72 eV
frontier orbital gap: 0.33474 Ha
relative energy (zero: lowest compared OMol25 entry of this formula, charge and spin): 438.8 kcal per mole

# 2
# C18H29NOSi

An isolated molecule of C18H29NOSi at a distorted geometry (the ωB97M-V functional and the def2-TZVPD basis, the OMol25 dataset).

Structure (XYZ):
```
50
Properties=species:S:1:pos:R:3:forces:R:3
C 4.8917 -2.5550 0.6429 -1.63 1.48 -0.50
C 3.3873 -3.0202 0.3969 1.15 -0.30 0.60
C 2.4282 -2.0823 -0.3365 -1.13 -0.31 -1.01
C 1.8792 -0.9522 0.5332 1.10 0.62 0.64
C 0.8935 0.0428 -0.0191 -0.61 0.48 -0.80
Si 1.9113 1.2020 -1.2629 -0.51 -0.14 0.82
C 2.0598 0.6341 -3.0607 -3.24 2.14 0.53
C 3.6398 1.4752 -0.7210 1.15 0.33 -0.41
C 1.2189 2.8737 -0.9036 -0.95 0.20 -1.69
C -0.3899 -0.6653 -0.5624 0.31 1.39 -2.58
C -1.6444 -0.2422 0.1788 0.25 -1.39 2.40
C -2.8941 0.1906 -0.5510 -1.30 -0.40 -1.24
C -4.1303 0.3978 0.3890 1.71 -0.33 -1.47
C -4.2583 1.5155 1.1844 -1.63 0.10 0.27
C -5.3809 1.6516 2.0267 0.35 -2.99 -0.98
C -6.2830 0.5636 2.1074 0.48 0.55 -0.33
C -6.1208 -0.5784 1.3076 -0.48 0.64 0.01
C -5.0932 -0.5763 0.4003 0.18 -0.81 0.05
N -1.0910 0.7977 1.0212 1.29 0.85 0.59
C 0.2980 0.9574 1.0932 0.15 -0.30 0.81
O 0.9100 1.6547 1.9276 -1.44 -1.48 -1.86
H 5.4591 -2.5255 -0.2855 -0.06 -0.01 -0.15
H 5.4113 -3.2015 1.3174 0.14 -0.55 0.46
H 4.9377 -1.5136 1.0773 -0.18 -1.03 -0.39
H 3.3907 -3.9963 -0.0852 0.28 0.04 -0.52
H 2.9841 -3.3115 1.3633 -0.28 0.42 0.38
H 1.5184 -2.7009 -0.7409 1.68 0.99 0.71
H 2.9222 -1.6720 -1.2297 -0.04 -0.10 0.03
H 2.6552 -0.3310 1.0168 0.14 -0.60 -0.24
H 1.3805 -1.4123 1.3292 -0.70 -1.05 1.62
H 1.1593 0.0260 -3.3104 1.07 0.02 -0.22
H 1.9519 1.6068 -3.6246 0.23 -1.01 0.27
H 3.0137 0.2488 -3.2060 1.40 -1.15 -0.57
H 3.8871 1.5589 0.3185 -0.25 -0.11 0.76
H 4.2753 0.7083 -1.1392 0.50 -0.26 -0.11
H 3.9739 2.4496 -1.1391 -0.23 -0.53 -0.08
H 1.5707 3.6102 -1.6645 -0.09 -0.28 0.85
H 0.1203 2.7965 -1.0219 0.33 0.46 0.46
H 1.5396 3.0504 0.1235 -0.27 0.48 -0.20
H -0.5172 -0.2621 -1.5828 -0.11 -0.35 -0.06
H -0.2939 -1.7265 -0.7038 0.05 -0.44 0.27
H -1.9819 -1.1231 0.8261 0.42 0.97 -0.49
H -2.7176 1.0997 -1.0994 0.33 0.72 -0.10
H -3.1294 -0.5424 -1.4057 0.15 0.65 1.51
H -3.6472 2.3383 0.9442 1.01 0.94 0.34
H -5.5298 2.4182 2.7231 -0.05 1.43 0.45
H -7.1405 0.7411 2.7294 -0.26 -0.48 0.34
H -6.7535 -1.4643 1.2535 -0.36 0.56 0.50
H -5.0397 -1.3704 -0.3249 0.19 -0.34 -0.02
H -1.6320 1.2156 1.7495 -0.26 0.23 0.33
```
Positions in Å, forces in eV/Å.

SMILES string: CCCC[C@@]1([Si](C)(C)C)C[C@H](Cc2ccccc2)NC1=O
net charge: 0
LUMO energy: 0.72 eV
frontier orbital gap: 0.36220 Ha
relative energy (zero: lowest compared OMol25 entry of this formula, charge and spin): 29.2 kcal per mole

# 3
# C18H30Br3ClF3INO3

A 2-piece molecular cluster, C18H30Br3ClF3INO3 overall (the ωB97M-V functional and the def2-TZVPD basis, the OMol25 dataset).

Structure (XYZ):
```
60
Properties=species:S:1:pos:R:3:forces:R:3
C 3.8329 -3.8501 4.9337 -0.04 0.54 -0.08
C 3.5372 -2.7425 4.5737 0.03 -0.42 0.14
C 3.1496 -1.4036 4.1243 0.02 -0.10 0.09
O 2.3312 -1.4726 2.9536 -0.05 0.05 -0.17
C 0.9656 -1.2612 3.1238 0.19 0.14 -0.19
Cl 0.2827 -2.3947 4.3314 -0.02 -0.18 0.13
C 0.2702 -1.3416 1.7224 0.13 -0.20 0.18
C -1.1563 -1.8691 1.7683 -0.25 0.29 -0.13
C -2.1558 -1.0071 2.5384 0.05 -0.24 -0.02
C -3.5074 -1.6859 2.6449 -0.02 0.18 -0.25
Br -3.5102 -3.1165 3.9449 -0.01 -0.19 0.10
C 1.0999 -2.1552 0.7232 0.11 0.01 0.00
C 1.3097 -3.6144 1.1432 0.05 -0.01 0.18
C 0.9157 -4.6997 0.1586 0.23 0.19 -0.01
F 1.8977 -4.8319 -0.7797 0.06 -0.05 -0.15
Br -0.7230 -4.3434 -0.8104 -0.28 -0.02 -0.10
C 0.7380 -6.0689 0.8438 0.41 0.33 0.00
F -0.2361 -5.9867 1.7394 -0.60 0.06 0.49
F 0.4242 -7.0050 -0.0312 -0.21 -0.48 -0.59
Br 2.3457 -6.6232 1.7406 0.39 -0.07 0.19
O 0.1085 0.0159 1.2518 0.20 0.26 0.03
C 1.2361 0.7639 0.9841 -0.28 -0.22 0.20
I 1.6290 0.8823 -1.1489 0.13 0.04 -0.18
H 4.1113 -4.8128 5.2914 -0.02 -0.02 -0.06
H 4.0373 -0.8293 3.8594 0.00 -0.02 -0.06
H 2.6354 -0.8740 4.9287 -0.05 0.01 0.01
H 0.7915 -0.2677 3.5417 -0.14 0.00 0.09
H -1.4820 -1.8884 0.7256 -0.03 -0.15 0.02
H -1.1770 -2.8907 2.1419 0.05 -0.04 0.00
H -1.7928 -0.7838 3.5407 -0.02 0.18 0.01
H -2.3052 -0.0779 1.9897 0.06 0.17 0.10
H -3.7971 -2.1307 1.6953 -0.03 -0.05 0.00
H -4.2840 -0.9910 2.9464 -0.01 0.00 0.11
H 2.0818 -1.7066 0.6207 0.06 0.11 -0.06
H 0.6169 -2.0724 -0.2482 -0.09 -0.05 -0.01
H 0.8381 -3.8295 2.1011 -0.10 0.00 -0.03
H 2.3743 -3.7756 1.3022 0.03 -0.06 0.10
H 2.1408 0.3705 1.4359 0.11 -0.04 -0.07
H 1.0704 1.7931 1.2817 -0.06 0.03 -0.05
C 0.1415 3.3657 -4.3951 0.02 0.01 -0.13
N -1.1303 4.1632 -4.3355 0.01 0.01 -0.02
C -2.1403 3.4879 -5.2072 -0.02 0.03 0.00
C -0.8816 5.5376 -4.8550 0.02 0.00 -0.01
C -1.7133 4.2093 -2.9427 -0.11 -0.05 0.03
C -0.9208 4.9482 -1.8926 0.20 -0.06 0.01
O 0.3316 4.3086 -1.7522 -0.05 0.22 0.04
H 0.3557 3.1648 -5.4425 -0.01 0.00 0.00
H 0.9450 3.9351 -3.9470 -0.01 -0.03 0.09
H -0.0022 2.4367 -3.8508 0.02 -0.01 0.03
H -1.7563 3.4556 -6.2228 0.00 -0.01 -0.02
H -3.0692 4.0515 -5.1774 -0.01 0.00 0.00
H -2.3013 2.4791 -4.8367 0.00 -0.01 0.00
H -0.1062 6.0092 -4.2598 0.01 0.00 0.01
H -1.8044 6.1102 -4.8003 -0.01 0.01 -0.01
H -0.5513 5.4598 -5.8875 0.00 0.01 -0.01
H -1.8495 3.1697 -2.6463 0.02 0.00 0.04
H -2.6909 4.6811 -3.0391 -0.03 -0.03 -0.01
H -1.5112 4.8801 -0.9739 -0.04 0.03 0.00
H -0.8121 6.0106 -2.1340 -0.03 -0.01 -0.03
H 0.8221 4.7138 -1.0295 0.03 -0.06 0.03
```
Positions in Å, forces in eV/Å.

net charge: +1
LUMO energy: -2.60 eV
frontier orbital gap: 0.32830 Ha

# 4
# C18H30CeN8O3P

C18H30CeN8O3P as an isolated structure (the ωB97M-V functional and the def2-TZVPD basis, the OMol25 dataset).

Structure (XYZ):
```
61
Properties=species:S:1:pos:R:3:forces:R:3
Ce 0.7629 0.7160 0.5006 -0.17 -0.25 -0.67
C -0.7071 -1.3679 -4.9001 0.08 0.09 0.11
N -0.0103 -0.5545 -3.8887 0.00 -0.03 -0.02
C 0.9303 0.3909 -4.1716 -0.01 0.02 0.04
C 1.3255 0.9060 -2.9758 0.06 -0.03 -0.11
N 0.6425 0.2875 -1.9534 -0.01 -0.06 -0.33
C -0.1657 -0.6006 -2.5544 -0.01 0.02 0.18
P -1.3345 -1.7322 -1.7376 -0.08 -0.13 -0.11
C -2.1955 -0.4761 -0.7416 0.10 -0.06 0.07
N -1.6126 0.4739 0.0009 -0.08 0.03 0.10
C -2.6293 1.2044 0.5661 -0.12 0.13 -0.07
C -3.8217 0.7065 0.1364 0.04 -0.08 0.12
N -3.5325 -0.3626 -0.6648 -0.01 0.07 -0.10
C -4.5449 -1.2065 -1.3225 0.13 0.10 0.06
C -0.1827 -2.3946 -0.4883 -0.05 0.08 -0.01
N 0.6238 -1.6931 0.3248 0.01 -0.16 0.07
C 1.3229 -2.6161 1.0713 0.02 -0.09 0.02
C 0.9367 -3.8659 0.6948 0.01 0.02 0.04
N -0.0103 -3.7108 -0.2781 0.00 0.02 -0.02
C -0.7015 -4.8243 -0.9510 0.08 0.14 0.08
H -0.3265 -1.0770 -5.8740 -0.03 -0.04 -0.02
H -1.7750 -1.1711 -4.8562 -0.01 -0.05 -0.03
H -0.4979 -2.4206 -4.7301 -0.04 -0.02 -0.04
H 1.2331 0.6103 -5.1809 0.03 0.04 -0.01
H 2.0648 1.6662 -2.8223 0.01 0.02 0.03
H -2.4607 2.0262 1.2418 0.02 0.00 -0.01
H -4.8362 1.0041 0.3380 0.00 0.03 0.04
H -5.5215 -0.8519 -1.0087 -0.02 -0.04 -0.03
H -4.4195 -2.2397 -1.0102 -0.03 -0.01 -0.04
H -4.4550 -1.1133 -2.4014 -0.04 -0.04 -0.01
H 2.0366 -2.3344 1.8257 0.00 0.03 -0.01
H 1.2454 -4.8404 1.0317 0.04 0.00 0.04
H -0.3090 -5.7495 -0.5412 -0.03 -0.03 -0.03
H -0.5007 -4.7881 -2.0182 -0.04 -0.04 -0.01
H -1.7682 -4.7646 -0.7529 -0.01 -0.04 -0.05
C -0.5923 2.5027 3.9045 -0.12 0.13 0.08
C 0.0257 1.1313 3.7943 0.38 -0.14 0.32
C 0.2422 0.4589 5.1326 -0.19 -0.18 -0.10
O -0.7989 0.3526 2.8634 -0.07 0.38 0.14
C 1.2848 1.1250 2.9209 0.14 -0.09 -0.61
O 1.5719 2.1239 2.2010 -0.35 0.25 0.30
O 1.6781 0.0003 2.4297 0.19 -0.05 0.58
H -1.5304 2.4214 4.4521 0.02 0.00 0.02
H -0.8045 2.9475 2.9305 0.04 -0.06 -0.01
H 0.0620 3.1857 4.4445 0.04 -0.04 0.01
H -0.7002 0.3876 5.6749 0.00 0.01 -0.01
H 0.9333 1.0498 5.7328 0.00 0.01 0.01
H 0.6630 -0.5411 5.0146 0.03 0.00 0.00
H -0.7532 -0.5742 3.1418 -0.05 -0.02 -0.06
N 3.1623 0.9400 -0.1926 0.08 -0.01 0.14
C 3.6616 2.3510 -0.0937 0.09 -0.13 0.02
C 2.7091 3.2922 -0.7976 -0.06 0.05 -0.03
N 1.3109 3.0845 -0.3030 -0.01 0.10 0.03
H 3.7209 0.3713 0.4451 -0.01 -0.02 -0.03
H 3.3438 0.5577 -1.1202 0.03 0.07 0.00
H 4.6635 2.4256 -0.5180 -0.04 0.07 -0.05
H 3.7398 2.5884 0.9656 -0.06 0.03 -0.02
H 2.7174 3.1259 -1.8712 0.03 0.02 -0.01
H 3.0159 4.3287 -0.6536 0.04 -0.04 0.07
H 0.6536 3.4999 -0.9623 0.06 0.01 -0.04
H 1.2142 3.6273 0.5559 -0.06 -0.01 -0.03
```
Positions in Å, forces in eV/Å.

net charge: +3
LUMO energy: -11.36 eV
frontier orbital gap: 0.23273 Ha
relative energy (zero: lowest compared OMol25 entry of this formula, charge and spin): 5.1 kcal per mole